(1)
This record from OMol25 describes a structure of composition C36H58BaN3O16 at a distorted geometry. The level of theory is ωB97M-V with the def2-TZVPD basis set.

Positions of all 114 atoms, in Å:
1 H -0.116 12.135 -8.652
2 C -1.005 8.941 -6.644
3 H -0.396 16.323 -12.940
4 H 8.028 7.981 -6.377
5 H 2.247 9.182 -9.115
6 O 0.231 2.557 -11.358
7 H 3.142 15.769 -14.697
8 H 5.923 15.734 -12.547
9 H 6.133 7.916 -7.683
10 H 7.731 9.021 -10.722
11 H 1.841 14.397 -9.198
12 H 1.095 6.034 -12.828
13 O 0.855 3.633 -13.105
14 Ba 2.658 12.512 -13.021
15 O 5.357 12.411 -12.825
16 O 5.299 5.002 -9.649
17 H 6.128 8.931 -10.100
18 H 6.148 13.644 -14.095
19 C 3.159 10.359 -10.658
20 H 9.381 5.852 -5.118
21 H 3.656 3.738 -8.115
22 C 6.384 11.487 -8.668
23 H 7.929 11.157 -10.011
24 H 3.548 8.358 -9.956
25 C 7.401 11.943 -9.483
26 C -0.128 4.781 -9.906
27 H 6.670 5.111 -11.090
28 N 4.681 11.857 -6.983
29 H 3.909 9.629 -8.755
30 O 1.910 14.501 -11.214
31 C 7.696 13.295 -9.602
32 H -2.993 9.272 -7.277
33 H 2.610 5.069 -7.724
34 O 4.468 5.084 -6.840
35 H -0.254 8.117 -9.336
36 H -1.174 8.057 -6.043
37 H 1.909 16.437 -11.887
38 H -0.372 3.833 -9.451
39 O 7.732 8.095 -9.000
40 O 3.027 9.966 -11.843
41 O 4.079 14.893 -13.054
42 H 0.040 16.145 -15.334
43 C -0.348 11.245 -8.086
44 H 5.488 14.458 -7.326
45 C 0.177 15.425 -12.705
46 C -0.062 7.160 -9.807
47 H 2.780 15.737 -9.703
48 C 1.186 15.675 -11.586
49 H -0.576 5.943 -8.127
50 C 6.924 14.206 -8.863
51 C 0.129 15.089 -15.070
52 C -1.657 10.785 -8.032
53 O 3.800 12.622 -6.640
54 H 3.377 6.462 -5.758
55 C 3.236 9.321 -9.555
56 C 9.852 6.227 -6.029
57 H 4.441 7.192 -7.047
58 O 3.147 11.590 -10.387
59 H 7.097 13.448 -12.555
60 O 0.840 14.908 -13.861
61 H 5.107 6.532 -5.595
62 H 4.978 4.748 -11.664
63 H 6.062 10.457 -8.688
64 C 3.658 4.816 -7.954
65 H 6.488 11.229 -14.053
66 C 4.048 15.854 -14.100
67 H 10.676 5.563 -6.278
68 O 1.052 7.815 -5.223
69 C 2.569 14.693 -9.961
70 C 5.994 13.754 -7.976
71 C 4.051 5.519 -9.235
72 H -2.471 11.339 -8.483
73 H 5.403 6.391 -11.207
74 C 4.307 6.383 -6.325
75 N 0.490 3.583 -11.949
76 H -0.571 14.703 -12.356
77 O 9.002 6.327 -7.159
78 H 0.630 16.057 -10.726
79 C 6.114 13.621 -12.998
80 C 0.641 10.539 -7.431
81 H 6.836 7.471 -10.816
82 H 6.673 6.400 -8.547
83 C 0.471 7.193 -11.090
84 C 5.711 12.398 -7.867
85 C 7.826 7.007 -6.849
86 O 2.511 8.989 -6.281
87 C 5.368 14.806 -12.421
88 C 5.613 5.337 -10.998
89 C 0.657 6.047 -11.842
90 H 10.238 7.237 -5.855
91 H 5.199 14.593 -11.364
92 C 0.313 4.852 -11.220
93 C 6.982 7.336 -8.063
94 H 4.113 6.610 -9.114
95 H 0.663 14.551 -15.855
96 H 7.178 6.462 -6.154
97 C -0.273 5.951 -9.165
98 C -1.975 9.639 -7.317
99 O 4.769 10.711 -6.629
100 C 6.089 11.218 -13.030
101 H 6.934 11.205 -12.334
102 N 1.377 8.675 -6.019
103 C 0.314 9.400 -6.708
104 H 0.682 8.189 -11.458
105 H 4.853 15.666 -14.823
106 H 1.629 10.960 -7.279
107 H 8.535 13.573 -10.225
108 H 7.134 15.253 -9.043
109 H 5.481 10.332 -12.864
110 H 4.172 16.866 -13.714
111 C 7.057 8.341 -10.185
112 H -0.867 14.631 -15.056
113 H 3.286 5.328 -10.003
114 H 3.488 14.132 -9.813

Results
* energy relative to the best compared isomer or geometry (same formula, charge and spin): 122.9 kJ/mol
* net charge: +1
* spin multiplicity: 1
* maximum force: 0.0398 hartree/bohr
* gap between HOMO and LUMO: 7.47 eV

Atomic partial charges in e from the Mulliken method, atoms 1 to 99: H 0.493; C -0.526; H 0.454; H 0.424; H -0.545; O -0.604; H 0.103; H 0.462; H -0.221; H 0.377; H 0.392; H 0.506; O -0.622; Ba 1.707; O 0.052; O -0.431; H -0.038; H 0.399; C 0.529; H 0.299; H 0.373; C 0.632; H 0.647; H -0.131; C -0.493; C -0.517; H 0.329; N 1.142; H -0.150; O 0.170; C -0.923; H 0.405; H 0.314; O -0.406; H 0.192; H 0.529; H 0.283; H 0.477; O -0.490; O -0.911; O 0.036; H 0.323; C -0.442; H 0.488; C -0.763; C -0.067; H 0.459; C -0.644; H 0.506; C -0.451; C -0.938; C -0.583; O -0.669; H 0.367; C 1.047; C -0.780; H -0.114; O -0.813; H 0.429; O -0.040; H 0.317; H 0.384; H -0.229; C -0.810; H 0.378; C -0.923; H 0.256; O -0.646; C -0.868; C -0.442; C 1.358; H 0.412; H 0.177; C -0.471; N 1.042; H 0.328; O -0.354; H 0.474; C -0.640; C 0.096; H 0.270; H 0.152; C -0.397; C -0.206; C -1.149; O -0.456; C -0.389; C -0.716; C -0.521; H 0.324; H -0.177; C -0.104; C 1.000; H -1.064; H 0.280; H 0.449; C -0.227; C -0.533; O -0.541

---

(2)
This record from OMol25 describes a cluster of 9 separate species, C36H58I2O35S8 in total at a distorted geometry. The level of theory is ωB97M-V with the def2-TZVPD basis set.

Positions of all 139 atoms, in Å:
1 O -5.763 1.023 2.549
2 C -0.865 -0.495 2.317
3 H -0.258 -3.470 -7.056
4 O 3.149 8.088 -7.408
5 O 4.465 0.156 -3.575
6 H 0.196 -3.922 -2.841
7 C -4.780 -0.856 3.535
8 C -1.806 2.161 -0.958
9 O 4.688 6.389 -3.112
10 H 5.260 0.215 -1.679
11 H 0.302 -1.390 -0.653
12 H 1.580 -1.769 3.679
13 O 5.998 -1.030 4.513
14 H -2.930 0.968 7.607
15 O 2.203 -0.441 -2.819
16 S -6.888 -2.389 -3.073
17 O 6.021 4.334 -2.992
18 O -1.125 0.825 1.939
19 C -0.546 -6.510 5.792
20 C 5.192 0.647 7.170
21 H -1.373 4.001 -2.059
22 C 4.225 9.022 -7.266
23 H 5.000 0.771 8.232
24 H -0.760 0.010 0.159
25 O 5.202 -0.742 6.820
26 O 4.053 -2.048 -2.680
27 H 5.123 8.515 -6.921
28 S 3.299 -0.944 -3.569
29 C -0.701 2.062 -0.229
30 H 0.926 1.912 4.104
31 C 5.498 -0.217 -2.654
32 O 3.154 -1.447 -4.885
33 I -3.286 0.633 -0.794
34 C 3.255 6.413 -3.130
35 O 2.333 10.211 -6.599
36 H -1.433 -1.212 7.108
37 C 0.398 1.215 4.754
38 H 2.006 -1.789 -0.555
39 C 0.667 -3.498 -0.738
40 H -0.449 2.773 5.955
41 S -1.399 -5.788 -8.396
42 H -3.190 -4.244 -6.612
43 C -7.904 -0.606 -1.676
44 H 0.083 -4.005 0.034
45 C -2.157 3.257 -1.924
46 O 1.092 8.153 -6.078
47 C 2.841 4.960 -3.194
48 O 0.504 -6.608 6.762
49 H -2.000 2.465 7.788
50 H -4.365 -1.264 4.452
51 S 4.809 -0.908 5.274
52 O -8.042 0.372 3.212
53 C 4.103 1.249 6.307
54 C 0.053 -5.694 4.664
55 H -0.858 -7.500 5.470
56 O -0.745 -5.462 -6.965
57 C -1.029 -4.104 -6.613
58 H 5.893 -2.139 -1.709
59 H -2.308 2.781 -2.905
60 H 4.416 9.475 -8.241
61 H 0.705 -6.309 4.040
62 C 1.017 -2.072 -0.181
63 H 2.931 6.956 -4.021
64 H -7.672 0.327 -1.169
65 C -0.227 -3.373 -1.980
66 O 4.218 0.572 5.050
67 H -2.564 -2.762 -7.369
68 C -0.159 -0.972 5.423
69 C 0.528 -0.132 4.532
70 H -6.795 -1.721 -0.190
71 C -1.923 1.376 7.777
72 H -2.381 -2.514 -2.928
73 H -4.249 -1.276 2.680
74 C -0.416 0.912 0.691
75 S 1.745 8.821 -7.148
76 O 0.942 -4.403 7.749
77 H 0.249 -2.778 1.722
78 O -0.402 -5.651 -9.395
79 C -4.760 0.654 3.508
80 S 5.221 5.087 -3.888
81 H 6.459 0.161 -2.991
82 C -7.701 -1.814 -0.789
83 H 6.171 1.066 6.926
84 H -2.552 -4.192 -3.482
85 S 1.387 -5.270 6.719
86 H 1.542 1.239 1.778
87 H 1.740 0.388 0.312
88 C 5.451 -1.730 -2.614
89 O -6.173 -1.197 3.412
90 H 2.914 4.481 -2.215
91 O 1.114 9.059 -8.391
92 O -7.763 -2.730 -4.134
93 C -0.927 -0.509 6.451
94 H 1.613 -3.990 -0.973
95 H -3.457 -3.626 -2.076
96 H -5.044 1.074 4.476
97 H 2.302 -0.163 3.334
98 H -8.548 -1.995 -0.133
99 H 4.243 10.993 -6.343
100 H 2.874 6.913 -2.242
101 H 1.836 4.828 -3.585
102 O -6.995 -0.607 1.177
103 H -1.392 -5.994 6.253
104 H -0.704 -5.222 4.043
105 C 1.007 0.553 1.106
106 H 5.940 -2.167 -3.487
107 O -1.662 -1.277 2.760
108 H 3.783 9.669 -5.248
109 C 0.649 -0.680 1.980
110 H 1.971 -2.424 1.705
111 O 3.741 -1.834 5.181
112 O 3.806 4.352 -4.063
113 C 0.998 -2.059 1.358
114 C 3.718 10.045 -6.272
115 H -1.610 0.982 8.750
116 O -1.490 -3.957 -1.680
117 H -3.789 1.046 3.213
118 C 1.371 -0.737 3.395
119 O -7.529 -2.910 -1.701
120 O -7.010 -0.816 -2.780
121 H -0.066 -2.050 5.292
122 O -2.369 -4.510 -8.479
123 S -6.911 -0.104 2.506
124 C -0.369 1.698 5.805
125 H 3.110 1.044 6.716
126 O -2.185 -6.959 -8.272
127 O 0.859 -4.695 5.307
128 O 5.686 5.475 -5.169
129 H -8.923 -0.564 -2.068
130 H -3.117 3.714 -1.667
131 C -2.386 -3.824 -7.221
132 H -0.349 -2.328 -2.300
133 O 2.743 -5.645 6.571
134 H -1.024 -3.978 -5.533
135 O -5.510 -2.728 -3.093
136 C -1.051 0.867 6.648
137 C -2.492 -3.553 -2.584
138 H 4.224 2.321 6.173
139 I 0.812 3.563 -0.299

Results
* spin multiplicity: 1
* SMILES string: COCCCC[C@@]1(Cc2ccc(C)cc2)C[C@H](/C(I)=C(/C)I)OC1=O.O=S1(=O)OCCO1.O=S1(=O)OCCO1.O=S1(=O)OCCO1.O=S1(=O)OCCO1.O=S1(=O)OCCO1.O=S1(=O)OCCO1.O=S1(=O)OCCO1.O=S1(=O)OCCO1
* maximum force: 0.0417 hartree/bohr
* gap between HOMO and LUMO: 8.55 eV

Atomic partial charges in e from the Mulliken method, atoms 1 to 99: O -0.363; C -0.419; H 0.314; O -0.291; O -0.284; H 0.286; C -0.142; C 0.745; O -0.335; H 0.246; H -0.297; H 0.744; O -0.610; H 0.339; O -0.386; S 0.964; O -0.557; O -0.326; C -0.449; C -0.426; H 0.363; C -0.324; H 0.324; H -0.222; O -0.318; O -0.278; H 0.313; S 0.972; C -1.102; H 0.433; C -0.302; O -0.592; I 0.323; C -0.043; O -0.319; H 0.469; C -0.119; H 0.172; C -0.762; H 0.336; S 1.094; H 0.305; C -0.368; H 0.413; C -1.317; O -0.514; C -0.060; O -0.321; H 0.371; H 0.356; S 1.018; O -0.601; C -0.178; C -0.250; H 0.332; O -0.304; C 0.029; H 0.334; H 0.337; H 0.292; H 0.254; C 0.391; H 0.019; H 0.324; C -0.354; O -0.292; H 0.321; C -0.568; C 0.367; H 0.272; C -1.551; H 0.299; H 0.196; C 0.690; S 1.094; O -0.551; H 0.444; O -0.539; C -0.036; S 1.118; H 0.334; C -0.055; H 0.297; H 0.222; S 1.119; H 0.764; H 0.260; C -0.374; O -0.415; H -0.042; O -0.535; O -0.594; C -0.623; H 0.336; H 0.244; H 0.286; H 0.289; H 0.317; H 0.313

---

(3)
This record from OMol25 describes a cluster of 6 separate species, C36H58N2O25S6 in total at a distorted geometry. The level of theory is ωB97M-V with the def2-TZVPD basis set.

Positions of all 127 atoms, in Å:
1 C -2.863 -3.567 3.454
2 N 0.141 -7.199 1.920
3 O -0.400 -8.239 -0.031
4 C 0.301 -1.918 7.501
5 O 1.729 9.955 -6.808
6 S 2.315 10.654 -5.722
7 N -2.227 -5.567 1.627
8 H 3.172 13.578 -8.473
9 C -0.412 5.371 -1.072
10 O -0.706 -2.614 1.136
11 H -2.460 -0.760 7.368
12 C -0.395 -0.716 8.151
13 C -1.914 -0.911 8.313
14 H 0.822 12.960 -8.547
15 C -0.130 -7.677 -1.321
16 H 0.312 1.804 -5.187
17 C 2.448 14.387 -8.518
18 H 4.835 -9.285 -3.043
19 H 1.744 -7.458 5.175
20 H 4.637 8.770 -4.108
21 H 2.288 -8.101 0.255
22 H -0.429 -1.165 5.609
23 H 2.791 15.215 -7.894
24 H 3.419 -5.410 4.663
25 H -4.152 -2.594 9.558
26 O -2.189 -2.145 8.945
27 C -1.636 -4.464 3.678
28 O 2.643 4.287 -0.901
29 O -1.493 1.131 -4.400
30 C 0.058 6.460 -0.131
31 H 2.521 -5.752 -2.214
32 H 4.138 -9.476 -0.776
33 O 0.855 16.841 -10.071
34 H -0.157 -1.845 0.932
35 H -2.114 -2.726 5.677
36 C 1.382 -7.506 -1.623
37 C 0.321 1.614 -3.020
38 H -0.675 3.014 -4.337
39 H 0.818 -2.421 5.458
40 O -7.102 1.004 -0.847
41 C 1.059 13.939 -8.124
42 C 3.185 -6.330 4.100
43 C 1.772 -6.001 -1.448
44 S 0.824 15.425 -10.098
45 H -4.491 1.228 -0.012
46 C -1.966 -2.221 1.502
47 H 2.260 -5.807 -0.487
48 H -6.404 -0.038 0.810
49 C -0.846 -4.291 4.801
50 H 0.921 13.909 -7.047
51 C -2.339 -2.176 2.987
52 O 2.765 6.494 -2.038
53 H 1.504 -7.695 -2.699
54 C 2.526 9.148 -3.763
55 C 0.307 -5.155 4.954
56 O -6.362 2.940 -2.162
57 O -7.035 0.840 -3.304
58 C -6.260 0.004 -0.266
59 H -0.447 6.423 0.831
60 H -2.248 -0.097 8.986
61 C -3.486 -2.644 8.686
62 H -0.252 0.232 7.619
63 H 0.003 -0.627 9.172
64 H -0.535 -8.388 -2.055
65 O 0.184 14.906 -8.721
66 H -1.336 5.628 -1.582
67 H 0.928 -5.330 -1.643
68 C 3.865 -8.843 -2.798
69 H -3.993 -2.151 7.845
70 O -0.761 1.393 -2.109
71 C -4.856 0.418 -0.651
72 C 1.825 -7.020 4.166
73 O 1.664 10.132 -4.355
74 C -0.338 1.974 -4.333
75 H -1.298 -3.777 6.807
76 H -0.071 7.451 -0.571
77 H 1.811 -9.435 -0.827
78 H 5.650 -7.640 -1.360
79 H -1.416 -1.995 3.551
80 C -1.169 -3.240 5.858
81 C -0.675 -7.299 0.914
82 H 2.281 8.176 -4.195
83 H -2.497 -6.676 -0.077
84 S 2.060 5.523 -1.279
85 O -3.122 1.779 -2.663
86 S -2.059 0.879 -2.917
87 H 1.385 -1.754 7.610
88 H 4.867 -7.373 0.174
89 H -3.070 -1.378 3.130
90 C 4.670 -7.425 -0.905
91 H -0.539 4.420 -0.551
92 O 1.464 6.220 0.033
93 C 3.732 -8.587 -1.282
94 H -0.637 -6.725 -1.516
95 H 4.361 -6.452 -1.291
96 C 3.921 9.586 -4.148
97 O -2.196 -0.519 -2.723
98 C -0.219 -6.252 2.850
99 O 2.360 12.073 -5.682
100 H -3.379 -3.485 4.414
101 H -3.553 -4.000 2.729
102 H -6.522 -0.961 -0.705
103 O 0.244 14.704 -11.173
104 O -4.968 0.921 -1.988
105 H 3.850 -7.859 -3.297
106 O 2.310 14.864 -9.863
107 H 3.030 -9.405 -3.231
108 C -1.857 -6.496 0.789
109 C 0.619 -6.109 3.993
110 O 3.791 10.078 -5.489
111 H 2.382 9.110 -2.688
112 C 2.277 -8.439 -0.789
113 S 1.275 -4.960 6.451
114 H 0.891 0.686 -3.104
115 H -4.157 -0.414 -0.616
116 C -0.080 -2.127 6.009
117 H 2.434 -4.373 6.099
118 H 1.855 -7.853 3.464
119 H -3.384 -3.704 8.407
120 O 0.663 5.226 -2.013
121 H 0.970 2.404 -2.650
122 C -1.357 -5.456 2.688
123 O -2.809 -1.951 0.696
124 H 0.103 -2.829 8.071
125 H 4.270 10.406 -3.516
126 S -6.432 1.524 -2.216
127 O 4.065 -6.828 3.444

Results
* spin multiplicity: 1
* SMILES string: COCCCCCc1c(S)c(CC=O)c2nc(OC[C@@H](C)CC(C)C)cnc2c1CCC(=O)O.O=S1(=O)OCCO1.O=S1(=O)OCCO1.O=S1(=O)OCCO1.O=S1(=O)OCCO1.O=S1(=O)OCCO1
* maximum force: 0.0550 hartree/bohr
* gap between HOMO and LUMO: 8.40 eV

Atomic partial charges in e from the Mulliken method, atoms 1 to 99: C -1.569; N -0.433; O -0.438; C -0.875; O -0.575; S 1.170; N -0.428; H 0.258; C -0.314; O -0.373; H 0.297; C -0.997; C -0.462; H 0.299; C -1.102; H 0.328; C -0.262; H 0.409; H 0.480; H 0.306; H -0.024; H 0.488; H 0.314; H 0.211; H 0.287; O -0.347; C 0.644; O -0.586; O -0.367; C -0.339; H 0.313; H 0.365; O -0.529; H 0.322; H 0.109; C 0.804; C -0.230; H 0.239; H 0.645; O -0.333; C -0.230; C 0.222; C -1.688; S 1.086; H 0.205; C -0.116; H 0.304; H 0.325; C -0.284; H 0.260; C 0.304; O -0.486; H 0.483; C -0.251; C 1.000; O -0.564; O -0.559; C -0.387; H 0.307; H 0.433; C -0.686; H 0.323; H 0.388; H 0.328; O -0.332; H 0.376; H 0.460; C -1.592; H 0.305; O -0.302; C 0.029; C -1.066; O -0.311; C -0.329; H 0.838; H 0.281; H 0.367; H 0.442; H -0.034; C -1.047; C 0.247; H 0.262; H 0.619; S 1.100; O -0.510; S 1.292; H 0.349; H 0.257; H 0.491; C -1.405; H 0.270; O -0.323; C 0.653; H 0.474; H 0.272; C -0.332; O -0.575; C -0.101; O -0.532

---

Number 1: calculated total energy -76181.2777 eV. Number 2: calculated total energy -212809.5409 eV. Number 3: calculated total energy -157445.5067 eV.